DFT (ωB97M-V with the def2-TZVPD basis set) results for C37H52BF9N8OS3V as an isolated structure at a distorted geometry.

```
112
C37H52BF9N8OS3V ωB97M-V with the def2-TZVPD basis set
V 13.708 12.602 10.202
S 16.036 12.367 10.972
S 11.984 12.664 11.848
S 13.246 12.609 7.802
F 11.727 7.509 9.856
F 14.447 9.243 12.273
F 10.952 9.468 9.963
F 15.763 8.493 10.121
F 12.156 8.959 8.179
F 13.173 7.558 11.831
F 14.857 9.355 8.270
F 12.219 9.524 12.230
F 14.150 7.387 9.079
O 13.334 10.687 10.022
N 13.191 15.045 11.762
N 15.048 14.602 9.858
N 11.689 15.837 9.471
N 6.485 10.738 10.393
N 13.394 16.386 11.991
N 8.059 12.875 10.280
N 15.042 15.654 9.018
N 12.548 14.834 9.192
C 16.126 17.562 8.160
C 12.929 16.733 13.188
C 12.389 13.447 15.132
C 14.348 18.045 14.692
C 7.992 12.138 8.989
C 12.301 14.366 5.476
C 16.236 16.217 8.721
C 15.146 17.412 7.009
C 8.798 17.163 7.854
C 10.050 17.415 8.782
C 12.564 15.787 14.208
C 7.066 10.936 8.973
C 6.604 13.264 10.573
C 17.461 14.326 9.599
C 9.586 17.215 10.191
C 13.328 9.304 10.193
C 12.056 8.757 9.503
C 5.686 11.996 10.743
C 17.468 18.132 7.594
C 11.822 18.616 14.376
C 16.210 13.822 10.102
C 17.440 15.578 8.955
C 13.279 8.881 11.657
C 7.609 10.632 11.436
C 12.028 14.898 6.845
C 12.478 14.447 13.992
C 11.377 16.057 7.119
C 10.477 18.868 8.545
C 18.643 13.389 9.636
C 12.593 14.179 12.581
C 8.477 11.916 11.361
C 14.578 8.611 9.449
C 15.559 18.486 9.265
C 11.131 16.427 8.456
C 13.150 18.149 13.682
C 13.542 19.037 12.444
C 12.574 14.226 7.973
B 13.530 14.549 10.335
H 17.077 19.122 7.272
H 6.502 13.927 11.444
H 7.729 12.804 8.132
H 11.760 18.084 15.348
H 15.454 16.702 6.231
H 11.143 16.704 6.249
H 6.198 13.909 9.797
H 18.282 18.249 8.279
H 9.490 16.152 10.413
H 9.552 11.655 11.162
H 12.817 13.844 16.092
H 8.588 16.093 7.855
H 17.819 17.652 6.700
H 14.525 18.193 9.501
H 9.034 11.774 8.708
H 12.466 16.238 15.178
H 14.159 17.030 7.373
H 11.357 19.136 9.128
H 12.887 12.493 14.862
H 11.541 13.661 5.146
H 12.249 15.251 4.817
H 18.453 12.572 8.909
H 8.457 12.464 12.319
H 11.316 13.236 15.382
H 10.736 19.057 7.472
H 8.961 17.446 6.826
H 7.184 10.519 12.443
H 15.246 17.591 14.222
H 7.547 9.949 8.776
H 13.698 20.074 12.729
H 14.614 19.068 15.045
H 7.882 17.672 8.152
H 4.787 12.007 10.073
H 6.199 11.040 8.269
H 10.379 17.535 10.923
H 8.168 9.726 11.195
H 8.641 17.775 10.431
H 13.967 17.435 15.517
H 12.683 19.007 11.722
H 18.627 12.975 10.671
H 16.142 18.535 10.197
H 11.861 19.712 14.584
H 15.505 19.506 8.850
H 15.025 18.438 6.543
H 18.290 16.016 8.435
H 10.948 18.382 13.720
H 5.875 9.876 10.393
H 13.266 13.809 5.413
H 5.226 11.906 11.758
H 14.535 18.736 12.036
H 9.603 19.487 8.795
H 19.602 13.859 9.494
```

## Properties
Net charge   +3
E   -136482.605 eV
Multiplicity   3
<S²>   2.062
E_HOMO (spin up / spin down)   -16.48 / -16.53 eV